Entry P
DFT (ωB97M-V/def2-TZVPD) results for the molecule C6H14N2O.

The geometry in XYZ format:
```
23
Properties=species:S:1:pos:R:3
O 1.803 -0.335 0.266
N -2.120 -1.757 1.408
N -1.858 0.419 -0.182
C 0.164 -2.538 1.438
C -0.911 -1.587 0.990
C 0.819 1.855 -0.365
C -0.610 -0.327 -0.108
C 0.863 1.779 -1.882
C 0.599 0.390 0.429
H -1.926 0.939 -1.051
H -0.274 -3.410 1.933
H 0.826 -2.039 2.150
H -0.405 -0.828 -1.058
H 1.964 -0.488 -0.679
H -2.703 -1.033 0.952
H -0.146 1.757 -2.307
H 1.779 2.238 0.000
H -1.935 1.081 0.589
H 0.057 2.575 -0.051
H 0.743 -2.876 0.576
H 0.501 0.629 1.491
H 1.406 0.898 -2.234
H 1.362 2.660 -2.303
```

Computed properties:
E_LUMO in eV: 0.7
SMILES string: [H]/N=C(/C)[C@@H](N)[C@@H](O)CC
HOMO level in eV: -9.16

Entry Q
DFT (ωB97M-V/def2-TZVPD) results for a cluster of 2 separate species, C6H14N2O in total.

The geometry in XYZ format:
```
23
Properties=species:S:1:pos:R:3
O -0.343 -1.675 -0.542
N -0.719 -1.639 2.557
N -1.788 0.003 1.152
C 0.456 1.444 -1.426
C 1.715 -1.430 0.661
C -0.331 0.804 -2.517
C -0.527 -0.584 1.577
C 0.243 -1.259 0.428
C 0.623 2.743 -1.268
H 0.941 0.755 -0.748
H 2.194 -1.872 -0.212
H -1.630 0.871 0.652
H 0.172 3.456 -1.934
H -1.231 -1.271 3.351
H -1.285 -2.378 2.150
H 0.082 0.198 2.043
H 0.348 0.416 -3.278
H 1.833 -2.090 1.523
H -0.900 -0.043 -2.133
H 2.182 -0.481 0.913
H -2.251 -0.637 0.510
H 1.221 3.152 -0.469
H -1.005 1.518 -2.989
```

Computed properties:
E_LUMO in eV: 0.9
SMILES string: CC(=O)C(N)N.C=CC
HOMO level in eV: -9.41

Entry R
DFT (ωB97M-V/def2-TZVPD) results for a structure of composition C6H14N2O.

The geometry in XYZ format:
```
23
Properties=species:S:1:pos:R:3
O -0.843 -1.316 1.442
N -2.073 0.768 0.556
N 0.704 2.011 1.687
C 0.926 -0.534 0.073
C -0.458 -0.976 0.132
C 0.469 1.733 0.310
C -1.013 0.499 -0.188
C -0.968 -1.998 -0.875
C 1.701 -0.556 -1.192
H 1.108 -0.140 -2.016
H -1.631 -0.737 1.592
H -2.057 -2.034 -0.816
H -0.896 0.689 -1.262
H 1.397 1.404 2.105
H -2.216 1.770 0.681
H -0.685 -1.752 -1.900
H -0.152 1.931 2.227
H 2.639 -0.007 -1.117
H 1.452 -0.513 1.019
H 1.935 -1.590 -1.474
H 1.387 1.795 -0.270
H -0.576 -2.987 -0.627
H -0.152 2.538 -0.086
```

Computed properties:
E_LUMO (alpha / beta) in eV: -0.1 / -0.1
HOMO level (alpha / beta) in eV: -7.58 / -7.58

Entry S
DFT (ωB97M-V/def2-TZVPD) results for the molecule C6H14N2O.

The geometry in XYZ format:
```
23
Properties=species:S:1:pos:R:3
O 0.985 0.328 0.590
N 0.129 0.589 -1.530
N 1.042 0.156 1.974
C -2.084 0.960 1.224
C -1.684 -1.462 0.561
C 1.812 0.818 -1.725
C -0.244 0.348 -0.390
C 2.492 -0.516 -1.878
C -1.607 0.006 0.123
H 2.561 -1.023 -0.917
H 1.943 -1.152 -2.571
H -1.934 2.003 0.930
H -1.317 -2.116 -0.228
H 0.560 -0.698 2.241
H -2.256 0.135 -0.749
H 2.271 1.444 -0.963
H 3.503 -0.359 -2.267
H 1.722 1.358 -2.663
H -1.559 0.789 2.161
H 0.623 0.956 2.443
H -1.094 -1.644 1.455
H -2.717 -1.727 0.778
H -3.148 0.804 1.402
```

Computed properties:
E_LUMO in eV: 0.9
SMILES string: CC/N=C(\ON)C(C)C
HOMO level in eV: -8.83

Which structure is the most stable? The one labeled entry Q.

Entry P
DFT (ωB97M-V/def2-TZVPD) results for the molecule C5H9N3O.

The geometry in XYZ format:
```
18
Properties=species:S:1:pos:R:3
O -1.776 -1.105 -0.688
N -1.218 1.503 0.569
N -1.126 0.065 2.633
N 0.300 0.270 -1.943
C -0.670 -1.163 -0.191
C 1.840 -0.721 -0.334
C 0.444 -0.157 -0.576
C -0.883 0.530 1.505
C 0.119 0.922 0.453
H -1.894 1.275 -0.153
H 2.593 0.031 -0.565
H 2.002 -1.581 -0.980
H -2.023 0.351 3.023
H -0.467 -0.062 -2.516
H 0.195 1.271 -2.091
H 1.963 -1.021 0.704
H -0.324 -2.005 0.428
H 0.926 1.597 0.723
```

Computed properties:
E_LUMO in eV: 0.5
SMILES string: [H]/N=C1\N[C@@H]1[C@](C)(N)C=O
HOMO level in eV: -9.40

Entry Q
DFT (ωB97M-V/def2-TZVPD) results for the molecule C5H9N3O.

The geometry in XYZ format:
```
18
Properties=species:S:1:pos:R:3
O -0.520 -1.787 -2.147
N -0.128 1.772 0.853
N -0.875 1.018 -0.080
N 1.804 0.322 0.914
C -0.432 -0.365 -0.185
C 1.187 1.444 1.152
C -0.946 -0.825 -1.525
C 1.130 -0.379 -0.171
C -0.890 -1.168 1.047
H -0.115 2.768 0.692
H -0.381 -0.688 1.901
H 1.713 2.225 1.726
H -0.501 -2.189 0.949
H -1.942 -1.263 1.190
H -1.820 0.945 0.284
H 1.404 -1.467 -0.148
H 1.527 0.076 -1.102
H -1.621 -0.147 -2.037
```

Computed properties:
E_LUMO in eV: 0.7
SMILES string: C[C@]1(C=O)CN=CNN1
HOMO level in eV: -8.73

Which structure is the most stable? The one labeled entry Q.

Entry P
DFT (ωB97M-V/def2-TZVPD) results for the molecule C5H9N3O.

The geometry in XYZ format:
```
18
Properties=species:S:1:pos:R:3
O -2.077 0.429 -0.032
N -0.653 2.323 0.046
N 2.175 1.214 -0.506
N 2.377 -0.999 0.319
C -2.015 -1.020 0.060
C -0.596 -1.400 -0.473
C 0.120 -0.069 -0.270
C 1.580 0.105 -0.165
C -0.823 0.892 -0.108
H 3.362 -0.623 0.408
H -2.180 -1.310 1.098
H 1.524 1.907 -0.802
H 0.017 2.365 0.814
H 2.026 -1.263 1.286
H -2.752 -1.452 -0.642
H -1.492 2.760 0.477
H 0.004 -2.135 0.010
H -0.595 -1.722 -1.520
```

Computed properties:
E_LUMO in eV: 0.7
SMILES string: [H]/N=C(/N)C1=C(N)OCC1
HOMO level in eV: -8.12

Entry Q
DFT (ωB97M-V/def2-TZVPD) results for the molecule C5H9N3O.

The geometry in XYZ format:
```
18
Properties=species:S:1:pos:R:3
O 2.364 -0.993 -1.261
N 2.083 1.159 -0.564
N -1.946 -0.260 0.659
N -0.530 -0.693 -1.773
C -2.638 0.507 -0.105
C 1.644 -0.104 -0.842
C 0.122 -0.926 1.708
C 0.139 -0.322 -0.720
C -0.488 -0.021 0.641
H 1.457 1.938 -0.413
H -3.731 0.385 -0.155
H -0.286 1.025 0.902
H -0.324 -0.725 2.688
H -0.052 -1.983 1.474
H 3.056 1.362 -0.759
H 0.132 -0.871 -2.542
H 1.203 -0.779 1.794
H -2.204 1.304 -0.733
```

Computed properties:
E_LUMO in eV: 0.6
SMILES string: [H]/N=C(\C(N)=O)[C@H](C)N=C
HOMO level in eV: -9.61

Which structure is the most stable? The one labeled entry Q.